[1]
This record from the OMol25 dataset describes a molecular structure, C30H22AsFMgN7O4. The level of theory is ωB97M-V with the def2-TZVPD basis set.

```
66
Properties=species:S:1:pos:R:3:forces:R:3
Mg 0.590064 -0.855482 0.978758 -0.107 -0.043 0.068
N 0.260373 0.403248 5.056159 0.009 0.001 -0.011
C 0.362502 -0.667387 4.272824 -0.010 0.003 0.002
N 0.573285 -0.267260 3.032090 0.022 0.016 0.008
C 0.571724 1.100391 3.131869 -0.010 0.024 -0.013
N 0.388736 1.541438 4.348250 0.007 -0.013 0.008
C 0.720359 1.937035 1.935581 -0.003 -0.028 0.003
C 0.792389 3.321146 1.974194 -0.009 -0.012 0.004
N 0.904241 4.034325 0.861374 0.001 -0.005 -0.013
C 0.954726 3.368905 -0.287050 -0.005 0.016 0.014
C 0.887358 1.982150 -0.344564 -0.009 -0.008 -0.002
N 0.762806 1.271223 0.775579 0.027 0.044 0.002
H 0.096820 0.440241 6.050011 0.000 -0.001 0.000
H 0.270756 -1.684259 4.618284 0.002 0.001 0.004
H 0.752171 3.848449 2.918852 0.001 0.003 -0.002
H 1.052772 3.950287 -1.194671 0.000 -0.002 -0.001
H 0.935627 1.440394 -1.282757 0.004 -0.005 0.000
F -0.732213 -4.584053 -4.785331 -0.001 0.002 0.002
C -0.210840 -3.439198 -4.353024 0.007 0.000 0.009
C 0.899752 -3.413939 -3.617029 -0.010 -0.009 -0.007
N 1.460518 -2.226800 -3.178275 0.006 0.010 -0.003
C 2.409351 -2.228240 -2.081341 0.005 -0.013 0.004
C 1.706055 -1.877158 -0.784819 0.014 0.027 0.063
O 2.367101 -1.521440 0.228231 0.024 -0.020 -0.080
O 0.439265 -1.895493 -0.747306 0.027 -0.010 -0.020
C 0.848647 -1.015827 -3.424586 0.005 -0.001 0.006
O 1.253408 0.026844 -2.940280 -0.006 0.003 0.001
N -0.254450 -1.073974 -4.239739 -0.001 0.007 0.008
C -0.921353 -2.211710 -4.702483 -0.005 -0.001 -0.014
O -1.963381 -2.136856 -5.302038 -0.002 0.001 0.005
H 1.413009 -4.324534 -3.342466 0.002 0.002 0.000
H 3.198928 -1.500345 -2.250337 -0.004 0.003 -0.008
H 2.865481 -3.213426 -1.995397 -0.003 -0.001 0.002
H -0.700437 -0.188567 -4.437368 -0.002 -0.001 -0.003
C -5.348817 -1.833425 -1.943521 -0.003 -0.007 -0.012
C -3.998152 -1.978204 -2.222073 0.000 0.008 0.009
C -3.058735 -1.698538 -1.236702 0.010 0.008 0.004
C -3.482829 -1.269634 0.017425 0.016 -0.007 0.006
C -4.838276 -1.123951 0.296818 0.005 -0.004 -0.006
C -5.769638 -1.410373 -0.687523 -0.001 0.005 0.009
As -2.138001 -0.839729 1.323480 -0.037 0.012 -0.060
C -2.675591 -1.602269 3.013213 0.022 0.016 0.004
C -2.639611 -2.937692 3.385011 -0.003 -0.002 0.007
C -2.951634 -3.287679 4.692353 0.001 0.003 -0.002
C -3.282386 -2.301581 5.616004 -0.001 0.001 0.001
C -3.312636 -0.964925 5.245010 -0.002 0.000 0.004
C -3.008476 -0.603275 3.935949 0.000 0.004 -0.010
C -2.995098 0.775655 3.397954 0.001 -0.014 0.002
C -3.301040 1.932167 4.107538 -0.006 0.002 -0.005
C -3.257133 3.162762 3.469428 0.002 -0.005 0.002
C -2.917073 3.253062 2.123817 0.000 0.001 0.001
C -2.603196 2.105513 1.408425 0.012 0.002 -0.004
C -2.641534 0.876131 2.047868 0.012 -0.007 0.026
H -6.081006 -2.050891 -2.709846 0.000 0.000 0.000
H -3.676338 -2.302041 -3.203724 0.002 -0.004 -0.005
H -1.999778 -1.814962 -1.440469 -0.003 -0.006 -0.005
H -5.163285 -0.786402 1.274341 -0.005 -0.002 -0.002
H -6.825432 -1.300367 -0.478357 0.000 -0.001 -0.001
H -2.384802 -3.705665 2.664231 -0.001 0.000 0.001
H -2.944207 -4.327418 4.990917 0.000 -0.001 -0.001
H -3.530676 -2.580428 6.631640 0.000 -0.001 0.000
H -3.586462 -0.212301 5.973973 0.001 0.000 0.001
H -3.582668 1.880294 5.151693 0.002 0.003 0.001
H -3.500460 4.060433 4.022123 0.001 0.001 -0.001
H -2.900007 4.217856 1.634033 -0.001 0.000 0.000
H -2.342571 2.174350 0.357879 0.001 0.001 0.001
```
Positions in Å, forces in eV/Å.

Results
- ΔE to the lowest compared entry with this formula, charge and spin: 0.000 eV
- Net charge: +1
- Kohn-Sham gap: 7.98 eV


[2]
This record from the OMol25 dataset describes a molecular structure, C30H22BrN5RuS7. The level of theory is ωB97M-V with the def2-TZVPD basis set.

```
66
Properties=species:S:1:pos:R:3:forces:R:3
Ru -0.730562 -0.127977 -0.091206 -0.336 0.162 -0.090
C 0.541974 2.037521 1.814608 0.005 -0.015 -0.055
N -0.660051 1.428201 1.249154 -0.021 -0.081 0.046
C -1.798596 1.993767 1.501379 -0.025 -0.111 -0.056
C -2.962743 1.480737 0.891930 0.064 -0.012 -0.053
C -4.335396 1.710700 1.047682 0.059 -0.006 0.039
C -4.968446 0.760246 0.252295 -0.102 0.004 0.020
C -3.958630 -0.000703 -0.354376 0.089 -0.059 0.007
N -2.753987 0.442521 0.010376 -0.017 0.237 0.011
C 0.718457 1.745752 3.282608 0.067 0.005 0.070
C 0.415773 0.491487 3.805220 -0.041 -0.059 -0.056
C 0.636590 0.219653 5.146132 0.002 0.001 0.001
C 1.161194 1.196107 5.983035 0.008 0.002 0.006
C 1.459349 2.449503 5.470207 -0.002 -0.001 0.017
C 1.236280 2.721080 4.127233 -0.002 -0.016 -0.002
H 0.519711 3.118631 1.650454 -0.010 -0.011 -0.004
H 1.395261 1.646433 1.263108 0.016 0.003 0.002
H -1.839688 2.850072 2.171802 -0.002 0.009 0.003
H -4.794466 2.454752 1.679227 0.001 0.012 0.000
H -6.030101 0.620849 0.122474 0.000 0.000 -0.002
H -4.069022 -0.838326 -1.026293 -0.002 0.012 -0.026
H -0.007797 -0.268647 3.156664 0.042 0.068 0.063
H 0.400039 -0.761915 5.537284 -0.003 -0.008 0.005
H 1.334773 0.980461 7.029731 -0.001 0.000 0.003
H 1.863826 3.219585 6.115301 0.002 0.000 0.004
H 1.470804 3.701876 3.728498 0.002 0.002 -0.006
S 1.442833 -0.883770 0.261130 0.132 -0.058 0.029
C 1.243919 -2.252971 1.318595 -0.053 0.018 -0.013
C 2.369346 -3.000115 1.689319 -0.038 -0.018 0.035
C 2.259399 -4.107769 2.510264 -0.100 0.063 -0.055
C 3.432112 -4.851385 2.860620 0.086 -0.062 0.073
N 4.376425 -5.443859 3.142828 0.000 0.004 -0.026
C 0.990559 -4.498944 2.985103 0.030 0.065 -0.065
C -0.126135 -3.765829 2.624497 0.009 0.022 -0.011
C -0.024439 -2.643707 1.797143 0.085 0.040 0.017
S -1.464158 -1.742453 1.396842 0.055 0.129 -0.118
C 0.838399 -5.644364 3.829879 -0.007 -0.079 0.085
N 0.692272 -6.559224 4.511550 -0.002 -0.004 -0.012
H 3.342660 -2.700477 1.322920 0.006 0.004 0.001
H -1.100334 -4.063784 2.990480 -0.003 -0.004 0.004
C 0.075968 -4.996390 -2.294428 0.013 -0.022 0.002
C -0.598292 -3.687162 -2.584445 -0.017 0.012 -0.043
C -1.275108 -3.426815 -3.765900 0.020 -0.020 0.033
C -1.854246 -2.188528 -3.953355 0.015 0.037 0.017
C -1.744577 -1.231298 -2.953951 0.035 -0.015 -0.005
Br -2.531077 0.440688 -3.334258 -0.078 -0.018 0.006
N -1.114698 -1.457085 -1.802966 0.254 -0.176 0.017
C -0.552229 -2.669892 -1.649444 -0.077 0.045 -0.022
H 0.062630 -5.645705 -3.169207 0.002 -0.001 0.003
H -0.421283 -5.517705 -1.474897 0.001 -0.002 0.002
H 1.114357 -4.839390 -1.999978 -0.002 0.002 0.001
H -1.344579 -4.182435 -4.539464 0.001 -0.004 -0.002
H -2.384023 -1.942506 -4.861203 -0.003 0.007 0.001
H -0.016363 -2.822954 -0.726446 -0.041 -0.037 -0.005
C 1.035932 0.227718 -4.983285 0.003 0.015 0.032
S 1.683196 -0.815881 -3.651375 -0.002 -0.003 -0.010
C 2.457389 0.415646 -2.667931 -0.004 -0.029 -0.018
C 1.834462 1.327245 -1.894409 0.010 0.038 0.057
S 0.126906 1.589106 -1.648180 -0.144 -0.071 0.049
S 2.916421 2.442984 -1.087821 0.016 -0.045 0.024
C 4.425071 1.817050 -1.650701 0.008 0.053 -0.084
S 5.894382 2.447614 -1.254425 -0.014 -0.024 0.024
S 4.203524 0.475491 -2.709566 -0.004 0.002 0.025
H 0.492818 -0.429010 -5.663213 0.004 -0.008 0.009
H 1.846851 0.715502 -5.520484 0.002 0.004 -0.002
H 0.350924 0.964101 -4.565838 0.004 -0.002 -0.004
```
Positions in Å, forces in eV/Å.

Results
- ΔE to the lowest compared entry with this formula, charge and spin: 0.043 eV
- Spin multiplicity: 2
- Net charge: -1
- Kohn-Sham gap (spin up / spin down): 7.03 / 6.55 eV